A 2-piece molecular cluster, C2H4OS2 overall at a distorted geometry, computed with the ωB97M-V functional and the def2-TZVPD basis.

E_HOMO, eV: -8.481
HOMO-LUMO gap, eV: 8.3212
Energy relative to the best compared isomer or geometry (same formula, charge and spin), kcal per mole: 103.0

Each line ends with the Mulliken charge.
Cartesian coordinates (Å):
H1 0.801 1.624 2.005  0.498
O1 2.062 1.217 2.274  -0.522
H2 -2.124 -1.420 -1.211  0.310
S1 2.366 0.052 1.265  0.283
H3 -1.776 0.199 -0.579  0.264
H4 -1.161 -0.453 -2.298  0.243
C1 -1.406 -0.606 -1.234  -0.724
S2 0.438 -0.837 -0.801  0.001
C2 0.800 0.223 0.580  -0.353

***

A 2-piece molecular cluster, C2H4OS3 overall at a distorted geometry, computed with the ωB97M-V functional and the def2-TZVPD basis.

E_HOMO (alpha / beta), eV: -9.380 / -9.380
HOMO-LUMO gap (alpha / beta), eV: 8.1021 / 8.1015
Energy relative to the best compared isomer or geometry (same formula, charge and spin), kcal per mole: 34.8

Each line ends with the Mulliken charge.
Cartesian coordinates (Å):
H1 -2.413 -0.751 0.587  0.313
O1 2.882 -0.422 -1.426  -0.372
S1 2.334 1.625 0.451  -0.207
H2 -2.189 0.957 0.115  0.324
S2 2.925 -0.152 0.000  0.428
H3 0.173 0.796 0.358  -0.043
S3 0.425 -1.509 0.631  -0.218
C1 -1.816 -0.057 -0.003  -1.012
C2 -0.388 -0.143 0.338  0.511
H4 -1.934 -0.346 -1.050  0.275

***

The molecule C2H4OSi at a distorted geometry, computed with the ωB97M-V functional and the def2-TZVPD basis.

E_HOMO, eV: -9.967
HOMO-LUMO gap, eV: 10.5772
SMILES string: C#CO[SiH3]
Energy relative to the best compared isomer or geometry (same formula, charge and spin), kcal per mole: 31.8

Each line ends with the Mulliken charge.
Cartesian coordinates (Å):
H1 -1.533 -0.965 -1.090  -0.088
C1 1.751 -0.376 -0.018  -0.071
H2 -1.008 -0.251 1.417  -0.075
O1 0.472 -0.934 -0.276  -0.221
H3 3.885 0.252 -0.159  0.371
C2 2.862 0.078 0.060  -0.173
Si1 -0.979 -0.300 -0.011  0.359
H4 -1.037 1.110 -0.435  -0.103

***

A 2-piece molecular cluster, C2H4OSi overall, computed with the ωB97M-V functional and the def2-TZVPD basis.

E_HOMO, eV: -8.489
HOMO-LUMO gap, eV: 8.4442
Energy relative to the best compared isomer or geometry (same formula, charge and spin), kcal per mole: 26.8

Each line ends with the Mulliken charge.
Cartesian coordinates (Å):
H1 -1.361 1.234 0.941  0.332
O1 -1.466 0.386 0.527  -0.354
Si1 -2.836 -0.141 -0.220  0.104
H2 -2.194 -1.423 -0.590  -0.087
H3 2.454 0.737 -1.530  0.370
C1 2.201 0.246 -0.638  -0.357
C2 1.925 -0.304 0.385  -0.379
H4 1.648 -0.797 1.268  0.371

***

A 2-piece molecular cluster, C2H4P2 overall at a distorted geometry, computed with the ωB97M-V functional and the def2-TZVPD basis.

E_HOMO (alpha / beta), eV: -8.329 / -8.014
HOMO-LUMO gap (alpha / beta), eV: 7.2367 / 6.6174
Energy relative to the best compared isomer or geometry (same formula, charge and spin), kcal per mole: 96.8

Each line ends with the Mulliken charge.
Cartesian coordinates (Å):
C1 -0.478 0.456 1.376  -0.363
P1 1.613 -0.216 -3.452  0.012
P2 0.771 -0.391 -1.600  0.007
H1 -2.033 -0.182 0.266  0.323
H2 -1.138 0.644 2.241  0.259
H3 1.711 -0.694 -0.530  0.057
H4 0.602 0.405 1.373  0.135
C2 -1.049 -0.021 0.325  -0.430

***

The molecule C2H4P2S at a distorted geometry, computed with the ωB97M-V functional and the def2-TZVPD basis.

E_HOMO, eV: -8.336
HOMO-LUMO gap, eV: 7.5987
Energy relative to the best compared isomer or geometry (same formula, charge and spin), kcal per mole: 20.7

Each line ends with the Mulliken charge.
Cartesian coordinates (Å):
H1 -0.204 0.399 -1.538  0.352
H2 -1.345 -1.287 0.336  0.387
P1 0.986 -1.627 0.034  -0.002
P2 2.374 -0.053 -0.010  0.075
C1 -0.557 0.591 -0.486  -0.731
C2 -0.596 -0.554 0.515  -0.698
S1 1.145 1.633 -0.041  -0.142
H3 -0.451 -0.251 1.551  0.325
H4 -1.352 1.150 -0.362  0.434

***

The molecule C2H4P2S3 at a distorted geometry, computed with the ωB97M-V functional and the def2-TZVPD basis.

E_HOMO (alpha / beta), eV: -7.538 / -7.643
HOMO-LUMO gap (alpha / beta), eV: 6.8890 / 6.5621
Energy relative to the best compared isomer or geometry (same formula, charge and spin), kcal per mole: 27.7

Each line ends with the Mulliken charge.
Cartesian coordinates (Å):
S1 -0.305 1.054 2.876  -0.163
P1 0.585 0.071 1.280  0.199
H1 0.400 0.895 -1.008  0.364
C1 0.091 1.281 -0.035  -0.852
C2 -0.728 -1.138 0.841  -0.362
S2 -0.433 -2.339 -0.375  -0.125
H2 -1.335 -1.531 1.645  0.343
H3 0.547 2.263 0.115  0.431
P2 -1.821 1.342 -0.028  0.198
S3 -2.058 1.921 1.921  -0.129
H4 0.570 -1.705 -1.000  0.095

***

The molecule C2H4S at a distorted geometry, computed with the ωB97M-V functional and the def2-TZVPD basis.

E_HOMO, eV: -8.699
HOMO-LUMO gap, eV: 8.3411
SMILES string: CC=S
Energy relative to the best compared isomer or geometry (same formula, charge and spin), kcal per mole: 17.0

Each line ends with the Mulliken charge.
Cartesian coordinates (Å):
H1 0.737 -0.830 0.896  0.265
C1 -0.698 0.333 -0.073  -0.165
S1 -2.274 -0.208 -0.032  -0.220
C2 0.623 -0.291 -0.054  -0.663
H2 1.182 0.628 0.066  0.255
H3 -0.655 1.429 -0.041  0.239
H4 1.086 -1.061 -0.762  0.290

***

The molecule C2H4S2 at a distorted geometry, computed with the ωB97M-V functional and the def2-TZVPD basis.

E_HOMO, eV: -8.703
HOMO-LUMO gap, eV: 8.4779
SMILES string: CC(=S)S
Energy relative to the best compared isomer or geometry (same formula, charge and spin), kcal per mole: 11.1

Each line ends with the Mulliken charge.
Cartesian coordinates (Å):
H1 0.955 1.112 -1.217  0.294
C1 0.251 -0.398 0.058  0.363
H2 0.116 1.655 0.287  0.286
C2 0.038 0.938 -0.548  -0.958
S1 1.729 -1.100 0.025  -0.242
H3 -0.900 -2.065 1.592  0.149
H4 -1.012 0.934 -1.013  0.326
S2 -1.177 -1.077 0.816  -0.219

***

The molecule C2H4S2 at a distorted geometry, computed with the ωB97M-V functional and the def2-TZVPD basis.

E_HOMO, eV: -8.839
HOMO-LUMO gap, eV: 8.1923
SMILES string: CC(=S)S
Energy relative to the best compared isomer or geometry (same formula, charge and spin), kcal per mole: 45.8

Each line ends with the Mulliken charge.
Cartesian coordinates (Å):
H1 0.013 0.877 1.097  0.354
C1 0.357 -0.604 -0.141  0.289
S1 -1.149 -1.496 0.084  -0.181
S2 1.802 -1.418 0.044  -0.221
H2 -0.599 1.255 -0.425  0.272
H3 1.379 1.058 -0.314  0.274
H4 -2.115 -0.378 -0.475  0.142
C2 0.313 0.706 0.130  -0.929

***

A 2-piece molecular cluster, C2H4S2 overall at a distorted geometry, computed with the ωB97M-V functional and the def2-TZVPD basis.

E_HOMO, eV: -8.783
HOMO-LUMO gap, eV: 8.3196
Energy relative to the best compared isomer or geometry (same formula, charge and spin), kcal per mole: 55.7

Each line ends with the Mulliken charge.
Cartesian coordinates (Å):
S1 -2.191 0.215 -0.385  -0.278
S2 1.245 1.171 -0.344  -0.019
H1 -0.236 0.249 1.480  0.377
C1 0.115 0.125 0.425  -0.190
H2 -2.604 1.130 0.416  0.091
H3 1.778 -1.338 0.094  0.253
C2 1.100 -0.625 -0.377  -0.503
H4 0.794 -0.926 -1.308  0.269

***

C2H4S2 as an isolated structure at a distorted geometry, computed with the ωB97M-V functional and the def2-TZVPD basis.

E_HOMO, eV: -8.565
HOMO-LUMO gap, eV: 8.2747
Energy relative to the best compared isomer or geometry (same formula, charge and spin), kcal per mole: 14.5

Each line ends with the Mulliken charge.
Cartesian coordinates (Å):
H1 1.459 -0.518 1.025  0.276
S1 -1.009 1.681 -0.141  -0.215
H2 -2.347 1.290 -0.107  0.185
H3 1.169 -1.345 -0.459  0.299
S2 -1.637 -1.039 0.032  -0.321
C1 -0.423 0.037 0.025  0.446
H4 1.817 0.276 -0.399  0.313
C2 0.971 -0.381 0.025  -0.984